Record 1
This record from OMol25 describes the molecule C19H22N2O6S2 at a distorted geometry. The level of theory is wB97M-V/def2-TZVPD.

The frontier orbital gap is 8.8 eV. As for the multiplicity: 1. As for the SMILES: COc1ccc(NC(=O)COC(=O)C2CCN(S(=O)(=O)c3cccs3)CC2)cc1. As for the HOMO energy: -8.2 eV.

XYZ file:
```
51
Properties=species:S:1:pos:R:3:lowdin_charge:R:1
H -2.07691 -1.19820 3.19509 0.13
C 3.29061 -0.20408 -4.00069 -0.09
C -2.90099 3.37393 1.05531 -0.04
C -0.80074 -0.19983 1.79299 -0.18
H 2.79380 0.23909 -4.86966 0.10
H -3.01847 4.12433 1.83687 0.14
H 4.32900 -0.41552 -4.25053 0.10
O -3.70929 1.15630 -0.22161 0.10
C -0.23171 1.28056 -2.23132 -0.02
O 3.33535 0.69376 -2.91870 -0.11
H -1.20827 0.97529 -2.58050 0.12
C 3.69939 -1.25538 -0.54158 -0.39
H 3.24382 2.35842 -1.02653 0.12
C 2.26061 2.06275 -1.35463 -0.01
C -0.12707 2.19358 -1.18874 -0.23
H -2.15501 2.19226 -0.95407 0.12
N -1.31705 2.63738 -0.59179 0.14
H 0.77408 0.04839 -3.63896 0.11
C 1.62338 -2.25874 0.27357 -0.59
H -3.25517 -2.35827 1.28681 0.13
O -0.48642 -3.74329 0.51927 -0.28
C 3.38815 -2.40474 -1.19745 -0.18
C -3.30734 -0.24793 1.70669 -0.20
H -3.65526 3.50052 0.27213 0.13
C -3.39316 1.05977 0.94183 -0.46
C 0.89641 0.75598 -2.83486 -0.01
H -4.21916 -0.33095 2.30929 0.16
H -4.05829 -1.39555 0.02917 0.12
H 1.75089 -3.89203 -1.09936 0.11
C -1.91096 -1.35914 -0.06265 -0.18
C -1.47048 3.44846 0.48202 -0.44
H -1.77650 -2.27382 -0.63954 0.12
O 0.41352 -2.65163 2.54694 -0.28
H 3.99227 -2.83210 -1.97724 0.11
H 2.78674 -1.13662 -3.72693 0.08
H -1.92553 -0.50538 -0.74650 0.11
N -0.75420 -1.23856 0.79124 -0.23
S 0.11926 -2.60525 1.14500 0.62
H 0.06837 -0.33873 2.43585 0.11
H 4.54082 -0.61150 -0.70069 0.07
H -0.71192 0.77058 1.29270 0.12
C 1.13673 2.58504 -0.75362 0.00
O -0.61003 4.12290 0.99740 0.09
C 2.18756 -2.98287 -0.72971 -0.14
O -3.05884 2.10552 1.69514 0.03
C -3.22106 -1.42296 0.72698 -0.11
C -2.08107 -0.26637 2.62724 -0.11
S 2.53761 -0.85706 0.66166 1.06
H 1.22995 3.29462 0.05103 0.10
C 2.15861 1.14386 -2.40020 -0.30
H -2.10748 0.57099 3.32354 0.12
```



Record 2
This record from OMol25 describes the ion C3HN4 with charge +1 at a distorted geometry. The level of theory is wB97M-V/def2-TZVPD.

As for the total charge: +1. The frontier orbital gap is 9.0 eV. As for the multiplicity: 1. As for the SMILES: N#CC#[N+]NC#N. As for the HOMO energy: -16.3 eV.

XYZ file:
```
8
Properties=species:S:1:pos:R:3:lowdin_charge:R:1
N 2.37657 -0.49947 1.94043 0.25
C 1.30160 -0.24474 1.61992 -0.22
N -1.46256 -0.02748 -3.38828 0.33
C -0.92592 0.11037 -2.38259 -0.08
N -0.27637 0.09619 0.04743 0.19
C -0.48536 0.19480 -1.10987 0.18
N 0.12062 0.25756 1.25333 0.09
H -0.64859 0.11278 2.01963 0.26
```



Record 3
This record from OMol25 describes the molecule C18H17BClNO4 at a distorted geometry. The level of theory is wB97M-V/def2-TZVPD.

The frontier orbital gap is 8.9 eV. As for the multiplicity: 1. As for the SMILES: O=C(Cc1ccccc1)N[C@@H](Cc1c(Cl)oc2ccccc12)B(O)O. As for the HOMO energy: -8.4 eV.

XYZ file:
```
42
Properties=species:S:1:pos:R:3:lowdin_charge:R:1
H -0.19978 -2.97612 -6.36123 0.10
C -0.02646 -2.10838 -5.74018 -0.07
C -0.28836 3.37284 4.47838 -0.01
H -2.57612 -0.74072 -2.94033 0.15
H 2.00878 -1.71954 -6.57642 0.13
H 2.29091 0.16739 -5.14086 0.10
H 0.25624 0.55949 6.38465 0.10
O 0.11430 3.37954 1.98695 0.04
C -0.98481 -0.98670 -1.45332 -0.48
C 0.69944 1.57482 3.22452 -0.14
C -0.72898 -0.68898 -3.85801 -0.30
C 0.25474 1.25356 5.54978 -0.08
O -0.78890 -2.15733 -1.60271 0.08
C -0.19257 2.61294 5.62634 -0.07
C 1.36561 -0.00704 1.19363 -0.09
H 1.16421 -0.30198 4.33585 0.13
H -1.16756 -2.19709 3.51041 0.18
H -1.49594 -2.48668 0.27222 0.12
N -0.53705 -0.35048 -0.34492 0.10
H -0.85185 4.29641 4.43593 0.12
C 0.46448 2.36108 1.13248 -0.60
H -0.59755 0.69011 -0.35474 0.07
O -0.36813 -1.66930 3.09124 0.14
H 1.96484 0.32098 0.33405 0.11
B -0.70195 -1.81337 1.77408 -0.66
O -1.62553 -2.65760 1.27884 0.18
C -0.96286 -1.66850 -4.77249 -0.03
C 0.14464 2.84027 3.27143 -0.19
C 1.23514 -1.52765 -5.75992 -0.10
C 0.96174 1.26952 1.87473 -0.16
C 0.69665 0.73725 4.36212 -0.03
H -0.59432 2.98655 6.58410 0.11
C -1.53706 -0.40337 -2.72642 -0.09
C 0.28202 -0.98995 0.70312 -0.15
H 0.71695 0.75826 -3.20393 0.11
H 2.01947 -0.53193 1.99532 0.16
C 1.42436 -0.43973 -4.90981 -0.10
Cl 0.52471 2.65750 -0.57594 0.77
H -1.95196 -2.16300 -4.71511 0.12
C 0.49143 0.00395 -3.99494 -0.03
H 0.63981 -1.97015 0.30529 0.15
H -1.54273 0.71312 -2.67419 0.13
```



Record 4
This record from OMol25 describes a cluster of 2 separate species, C2H4N2O6 in total at a distorted geometry. The level of theory is wB97M-V/def2-TZVPD.

The frontier orbital gap (alpha / beta) is 8.1 / 8.1 eV. As for the multiplicity: 1. As for the SMILES: O=[N+]([O-])/C(O)=[N+](/[O-])O.C=O. As for the HOMO energy (alpha / beta): -9.4 / -9.4 eV.

XYZ file:
```
14
Properties=species:S:1:pos:R:3:lowdin_charge:R:1
O -1.37852 -2.13074 -0.03449 0.15
N -0.91897 1.24109 0.68695 -0.34
O -0.89485 2.22860 0.04604 0.14
C 2.80848 -0.36855 -1.21767 -0.10
N -1.21344 -1.13196 0.59068 -0.21
H -1.62179 0.98712 -1.35890 0.07
H -0.70427 -0.26291 2.12442 0.02
O 1.80764 -0.00527 -0.68804 0.02
C -1.20043 0.09066 0.06700 -0.28
O -0.89752 -1.17142 1.92676 0.15
H 3.07651 0.22847 -2.01476 0.06
O -1.54090 0.08815 -1.22960 0.17
O -0.77433 1.27453 1.92173 0.07
H 3.45240 -1.06778 -0.82012 0.06
```



no.,energy (eV)
1,-56995.7825
2,-9074.1314
3,-41822.0217
4,-17395.5337